{"formula": "C15H22N2O4", "method": "ωB97M-V/def2-TZVPD", "elements": ["H", "H", "N", "H", "H", "H", "C", "O", "C", "C", "H", "H", "C", "C", "H", "C", "C", "H", "H", "C", "C", "C", "H", "O", "H", "H", "C", "C", "C", "O", "H", "C", "H", "O", "H", "H", "N", "H", "H", "C", "H", "H", "H"], "positions_angstrom": [[6.00369, -2.39876, -0.71860], [-3.56275, 0.61546, -1.40414], [-1.27597, -0.53991, -0.40906], [1.03778, 1.45326, -0.32249], [7.94808, -0.65492, -0.75056], [-4.21807, 3.23861, -1.25111], [5.53122, 0.91237, 0.14410], [-0.62788, -1.85120, 1.25394], [6.08671, -0.20173, -0.43450], [1.00148, -0.58365, -0.12219], [-5.41972, -0.86349, -0.24905], [3.45099, -2.33025, -0.08094], [-5.22830, 0.13112, 0.01897], [-3.28016, 1.71286, 0.25320], [-5.28906, 2.80832, 0.18059], [1.98093, -0.55390, 0.98153], [-3.71955, 0.34320, -0.34448], [1.12472, -1.56173, -0.75222], [-1.02437, 0.29569, -0.97682], [4.20770, 0.91131, 0.59667], [-3.02203, -2.18400, -0.36064], [-0.31887, -0.98177, 0.36374], [2.03996, -1.50730, 1.54421], [-3.95796, -2.39427, -1.16167], [-5.34413, 0.51867, 1.09433], [3.71830, 1.72184, 1.30483], [-2.66575, -0.72893, 0.07433], [4.11180, -1.42875, -0.08784], [3.50333, -0.35697, 0.55518], [7.40742, 0.18178, -0.74791], [1.66227, 0.65224, -1.69255], [-4.12881, 2.93347, -0.12362], [-2.19938, 1.93213, -0.02319], [-2.36324, -3.15055, 0.15648], [1.63699, 0.15407, 1.67132], [6.24482, 1.82353, 0.35628], [0.81706, 0.60593, -0.97316], [-3.66374, 3.86753, 0.36220], [-2.72084, -0.89538, 1.18397], [5.41614, -1.44639, -0.50043], [-3.29717, 1.86374, 1.33409], [-1.71751, -2.71912, 0.88614], [-5.88612, 0.65586, -0.82890]], "forces_ev_per_a": [[-1.126, 1.414, -0.109], [-0.451, -0.960, -0.004], [-2.646, 2.331, 0.198], [-0.541, -1.712, -1.500], [-0.494, 1.288, -0.234], [0.457, -0.950, 1.767], [-0.846, 2.778, 1.341], [2.473, 1.889, -0.416], [1.180, 0.672, 0.325], [0.353, -2.298, -1.654], [-0.637, -1.723, 0.750], [1.072, 0.399, -0.275], [0.742, 2.112, -1.483], [1.005, 1.127, -0.207], [2.830, 0.377, -0.305], [3.651, -1.177, 0.058], [1.048, 2.040, 0.119], [0.556, 1.844, 0.388], [-0.346, -1.004, 0.322], [-1.420, -1.088, 2.217], [-3.937, 0.851, -2.995], [-2.451, -2.485, 1.558], [-0.695, 0.363, -0.434], [1.956, 0.575, 1.401], [-0.547, -0.949, -1.720], [1.306, -1.363, -1.927], [-1.346, -1.837, 0.223], [-1.937, -1.182, 1.240], [-0.977, 2.326, -1.071], [0.260, -3.426, -0.249], [-2.293, -0.171, 1.938], [-2.064, 1.714, -1.369], [-1.119, -0.199, 0.139], [1.447, -0.401, 1.959], [-0.081, 1.417, 1.241], [-1.674, -1.924, -0.701], [4.101, 1.903, -0.202], [-0.994, -1.381, -0.484], [0.596, 0.971, -0.596], [2.636, 0.119, -0.524], [0.106, -1.169, 0.392], [-0.524, -0.690, -1.445], [1.371, -0.420, 2.327]], "nbo_charge": [0.231, 0.210, -0.582, 0.371, 0.476, 0.204, -0.257, -0.698, 0.277, -0.143, 0.254, 0.215, -0.634, -0.412, 0.215, -0.438, -0.205, 0.240, 0.454, -0.196, 0.780, 0.689, 0.252, -0.640, 0.213, 0.221, -0.163, -0.212, -0.038, -0.674, 0.398, -0.619, 0.185, -0.670, 0.213, 0.242, -0.847, 0.215, 0.224, -0.280, 0.202, 0.506, 0.225], "molar_mass_g_mol": 294.351, "smiles": "CC[C@H](C)[C@H](NC(=O)[C@@H](N)Cc1ccc(O)cc1)C(=O)O", "homo_lumo_gap_ev": 9.39}

---

{"formula": "C15H22N2O4", "method": "ωB97M-V/def2-TZVPD", "elements": ["H", "C", "H", "H", "H", "C", "H", "H", "H", "C", "C", "O", "N", "N", "H", "H", "H", "H", "C", "H", "C", "O", "O", "C", "C", "H", "C", "C", "H", "H", "H", "H", "H", "C", "C", "C", "H", "C", "C", "H", "H", "H", "O"], "positions_angstrom": [[-2.11786, -1.32836, 2.42298], [-1.18223, -1.14570, 0.30408], [-2.50858, -3.55953, 2.35683], [-0.01340, -2.93551, 2.22475], [0.87959, 0.86569, -1.17737], [-1.97856, -0.13690, -0.35415], [-3.81951, -3.83871, 0.10482], [0.45974, 3.96914, -4.19156], [-3.43225, -0.17001, -1.72733], [1.35610, 2.56989, -0.04547], [-0.56669, -3.68476, 1.61053], [-2.95150, -0.73111, -1.10455], [-0.00510, -0.47549, 0.76483], [3.49071, 0.27342, -0.11534], [-2.44396, -5.04231, 0.10134], [-2.39890, -3.29707, -0.67988], [-0.41098, -4.67173, 2.03270], [-1.00564, -1.92472, -0.35816], [1.22068, 4.75283, -1.23222], [0.03075, -3.71513, 0.65540], [-2.05959, -3.28096, 1.38544], [1.45734, -1.33813, -0.67366], [0.69635, 4.70826, -3.62348], [2.33332, 0.31540, 0.79004], [0.97521, 1.92521, -1.17304], [1.09468, 1.83250, 1.88391], [0.70861, 2.57772, -2.27548], [1.49036, 3.99091, -0.08611], [3.52498, -0.41324, -0.86021], [2.78378, 2.13457, 1.52100], [1.82215, 4.47902, 0.86891], [1.31131, 5.85468, -1.32583], [4.38404, 0.24530, 0.36574], [1.22553, -0.56951, 0.25740], [0.87082, 3.99638, -2.40356], [1.86625, 1.77288, 1.07902], [2.62024, 0.07916, 1.81120], [-2.19037, -1.71874, 1.37404], [-2.75181, -3.87186, 0.20684], [0.24013, 2.13810, -3.10033], [-0.03550, -0.05636, 1.73334], [-3.11825, -1.62290, 1.02018], [-1.85197, 1.04772, -0.36757]], "forces_ev_per_a": [[0.259, 0.022, -1.113], [-0.768, 1.006, 2.617], [-0.373, -0.192, -0.535], [-0.635, -0.546, -0.144], [-0.115, -0.300, -0.267], [-1.885, 1.504, -3.114], [-0.628, 0.219, 0.716], [-0.105, 0.334, -0.797], [0.374, 0.541, 0.475], [1.597, 2.401, -0.095], [0.826, 0.589, -1.501], [-0.211, -1.152, -0.094], [0.122, 0.643, 3.907], [0.287, 0.480, 0.467], [-0.662, 2.803, 0.001], [-0.049, -0.863, 0.177], [-0.342, -0.128, 0.252], [0.900, -1.229, -1.267], [-0.152, -1.232, -1.451], [-0.681, 0.147, 0.596], [0.943, 0.771, 2.850], [-0.117, 0.217, 0.051], [-0.019, -1.845, 1.886], [-0.019, 0.671, -0.189], [0.101, -1.629, 1.721], [0.558, -0.530, -0.140], [-0.685, 4.805, -3.408], [-0.056, -0.274, 0.990], [-0.789, -0.056, 0.399], [0.102, 0.967, 0.049], [-0.314, -0.306, -1.099], [0.006, -0.948, 0.342], [-0.395, 0.076, 0.073], [0.883, -1.853, -1.282], [0.342, 0.944, 1.533], [-0.329, -0.441, 1.104], [0.035, -1.086, 0.114], [4.135, -1.996, 1.579], [1.858, -2.802, -1.707], [-0.298, -1.123, -1.328], [-0.297, -0.453, -1.806], [-3.676, 1.204, -1.132], [0.274, 0.642, 0.569]], "nbo_charge": [0.217, -0.190, 0.203, 0.207, 0.206, 0.799, 0.223, 0.470, 0.507, -0.059, -0.625, -0.732, -0.600, -0.856, 0.212, 0.209, 0.218, 0.261, -0.276, 0.216, -0.220, -0.649, -0.667, -0.139, -0.188, 0.201, -0.236, -0.176, 0.403, 0.218, 0.206, 0.230, 0.366, 0.678, 0.297, -0.396, 0.207, -0.374, -0.617, 0.189, 0.404, 0.217, -0.564], "molar_mass_g_mol": 294.351, "smiles": "CC(C)C[C@H](NC(=O)[C@@H](N)Cc1ccc(O)cc1)C(=O)O", "homo_lumo_gap_ev": 8.53}

---

{"formula": "C15H22N2O4", "method": "ωB97M-V/def2-TZVPD", "elements": ["H", "O", "C", "H", "H", "C", "H", "H", "O", "H", "N", "N", "C", "C", "C", "H", "H", "H", "C", "H", "H", "C", "C", "O", "H", "C", "C", "C", "H", "H", "H", "H", "H", "H", "H", "H", "C", "O", "H", "H", "C", "C", "C"], "positions_angstrom": [[3.69380, 2.45181, -0.36170], [-0.12854, 3.17335, 0.06013], [5.04131, 1.12400, -1.05822], [-0.88855, -2.79710, 0.83121], [4.79858, -0.00947, -1.48574], [-3.39199, -2.78991, 3.12001], [5.98333, 1.21725, -0.36140], [0.89342, 0.92847, -0.31189], [-1.29167, -0.10315, -3.38603], [-1.44503, -3.95305, 2.74373], [-1.69503, 0.97283, -0.22447], [0.45087, 0.84641, -2.38592], [3.70992, 1.45369, -0.57751], [-4.23391, -1.96847, 2.53896], [-1.74840, -2.39262, 1.36821], [2.41859, 1.11929, 1.26922], [2.77197, 0.47806, -2.23983], [-4.67110, -0.90229, 0.61254], [-0.75855, 0.20414, -2.33812], [-1.57041, 0.77024, 0.73114], [5.03654, 1.66489, -2.02107], [-2.23855, -3.15289, 2.43146], [1.14044, 1.43697, -1.27277], [-3.76007, -3.31233, 4.30475], [-0.29369, -0.59652, -0.33711], [-3.84023, -1.30532, 1.30413], [-2.58702, -1.58182, 0.66983], [0.90696, 2.99402, -0.87816], [3.21396, -0.35605, 0.83497], [-2.85663, 1.17282, -0.25076], [2.77882, 2.26057, -2.40369], [-5.37646, -1.72043, 2.79690], [-2.91753, -3.89587, 4.51909], [-2.13624, -2.08724, -1.55603], [0.65564, 1.36332, -3.31833], [4.18401, 0.77194, 1.43607], [3.35694, 0.72802, 0.73596], [1.63301, 3.92472, -1.17164], [-0.71764, 2.39125, 0.04555], [-3.26148, -0.52993, -1.08316], [-2.32757, -1.18763, -0.76284], [2.66276, 1.42255, -1.71350], [-1.19459, -0.22851, -0.85399]], "forces_ev_per_a": [[0.142, 2.896, 1.265], [2.084, 0.460, -1.641], [0.913, -3.406, -2.362], [0.181, 0.292, 0.376], [1.696, 2.228, 1.234], [1.271, -1.902, 0.984], [-2.092, -0.166, -1.537], [0.623, 0.079, -1.012], [-0.736, -0.031, 0.845], [-2.013, 1.318, 0.123], [-2.862, 2.264, 0.551], [-0.311, 2.235, -1.423], [-2.255, -0.960, 1.394], [-4.398, 5.136, -4.273], [-0.056, -2.564, -0.335], [1.407, -0.087, -0.732], [0.116, -0.142, -0.333], [1.390, -0.165, 1.504], [0.545, -1.078, 0.124], [-0.090, 0.123, 1.802], [1.353, 0.066, 0.383], [3.580, -0.355, 0.720], [1.930, 1.743, 0.583], [3.271, -2.697, 1.071], [-0.380, 0.197, -0.078], [-0.783, -1.536, -1.076], [-2.670, 1.047, 0.240], [-1.134, 0.498, 1.320], [-0.200, -0.182, -1.359], [4.246, -1.110, -0.466], [0.247, -0.106, 0.084], [2.992, -0.919, 0.161], [-2.830, 1.448, 0.064], [-0.832, 1.841, 2.130], [-0.630, -1.562, 2.026], [0.263, 0.879, 0.211], [-1.505, -0.079, 1.307], [-1.235, -1.753, 0.205], [-0.159, -0.288, -0.409], [1.697, -1.934, 0.038], [-1.519, -1.015, -2.567], [-0.853, -1.557, 1.140], [-0.406, 0.844, -2.282]], "nbo_charge": [0.209, -0.723, -0.591, 0.208, 0.183, 0.241, 0.235, 0.222, -0.593, 0.220, -0.861, -0.625, -0.258, -0.238, -0.201, 0.202, 0.202, 0.213, 0.690, 0.374, 0.218, -0.263, -0.149, -0.636, 0.220, -0.191, -0.092, 0.777, 0.208, 0.395, 0.232, 0.243, 0.478, 0.246, 0.416, 0.219, -0.627, -0.571, 0.501, 0.213, -0.405, -0.382, -0.155], "molar_mass_g_mol": 294.351, "smiles": "CC(C)C[C@H](NC(=O)[C@@H](N)Cc1ccc(O)cc1)C(=O)O", "homo_lumo_gap_ev": 9.51}